Below is a molecular structure, C32H51AsI2N3O5SbSi3Ti, with properties calculated with the ωB97M-V functional and the def2-TZVPD basis.

Structure (XYZ):
```
99
Properties=species:S:1:pos:R:3:forces:R:3:mulliken_charge:R:1
Ti -2.044383 -2.864170 -1.757433 0.01 0.13 -0.10 -0.41
O 0.903269 -3.026249 0.832156 -0.04 0.17 0.00 -0.54
C -0.169494 -3.042382 0.291792 -0.05 -0.09 0.04 0.29
O -0.634809 -2.170686 -0.578077 0.09 -0.01 -0.12 1.66
C -1.211180 -4.167129 0.542480 0.02 -0.08 0.11 0.18
O -1.142525 -4.957525 1.432211 -0.04 0.02 -0.01 -0.58
O -2.178842 -4.109100 -0.378362 0.01 -0.14 0.04 -0.66
O -3.674787 -2.968277 -2.593228 -0.03 -0.05 -0.02 -0.40
C -4.877424 -2.354925 -2.255434 -0.03 -0.10 0.13 -0.58
C -4.625625 -1.408631 -1.114114 -0.06 0.06 -0.01 0.33
C -5.600462 -0.596764 -0.554548 0.05 0.00 -0.01 -0.87
C -5.244852 0.239052 0.487318 -0.05 0.00 0.02 -0.75
C -3.935927 0.230725 0.949297 0.06 0.03 0.02 -1.08
C -3.023250 -0.612258 0.349617 -0.05 -0.03 -0.03 -0.61
N -3.366392 -1.410981 -0.669819 0.07 0.01 0.00 0.95
H -3.533756 -3.093130 -4.664321 0.02 -0.03 0.02 0.05
H -5.606348 -3.109550 -1.936690 -0.01 0.01 -0.06 0.42
H -5.302119 -1.826097 -3.116282 0.02 0.04 0.00 0.34
H -6.611441 -0.622886 -0.938451 0.00 0.00 0.00 0.53
H -5.980846 0.888494 0.943179 0.00 0.00 -0.01 0.47
H -3.620554 0.867517 1.763143 -0.01 0.00 0.00 0.35
H -1.988990 -0.665065 0.669140 0.00 0.01 0.00 1.06
N 7.191170 -3.089828 -2.080248 0.00 0.00 0.00 -0.49
C 6.088321 -2.794442 -2.203137 0.01 0.00 -0.01 -0.20
C 4.708258 -2.414649 -2.361566 0.00 0.00 0.01 0.37
C 4.067813 -2.577695 -3.584134 -0.01 0.00 -0.01 -0.93
C 2.745082 -2.181986 -3.676935 -0.02 -0.01 0.00 -0.47
N 2.057519 -1.655236 -2.665248 0.04 0.06 -0.01 0.44
C 2.677341 -1.522828 -1.494430 -0.04 -0.01 -0.06 -0.23
C 4.001513 -1.882373 -1.292705 -0.01 0.00 0.04 -0.79
H 4.584731 -2.999822 -4.433933 0.00 0.00 0.00 0.50
H 2.207341 -2.304122 -4.611297 0.01 0.00 0.00 0.44
H 2.081733 -1.125475 -0.678475 0.03 -0.01 0.04 0.74
H 4.467656 -1.757249 -0.327035 0.00 0.00 0.02 0.39
C -0.510603 -0.440247 -4.675111 0.01 0.02 0.09 -0.74
As -1.519119 -0.505815 -3.024689 0.06 0.01 -0.01 1.12
C -3.069367 0.565405 -3.510935 0.02 0.02 0.01 -1.22
C -0.522043 0.693073 -1.838024 0.05 -0.06 -0.04 1.56
C -0.252923 2.049582 -2.403086 0.00 0.02 0.01 -0.21
C -1.153703 3.095845 -2.211927 0.00 -0.01 0.01 -0.11
C -0.900945 4.356527 -2.732096 0.01 0.00 -0.01 -0.80
C 0.260640 4.589918 -3.455344 -0.01 0.00 0.00 -0.57
C 1.165494 3.555811 -3.650833 0.01 0.00 0.00 -0.80
C 0.910302 2.296127 -3.129059 0.02 0.00 0.00 -0.26
H -0.498652 0.576741 -5.065187 0.01 0.00 0.00 0.40
H -0.965119 -1.121261 -5.391679 -0.01 0.01 -0.01 0.35
H 0.498252 -0.770473 -4.440210 0.00 0.00 -0.04 -0.12
H -2.729289 1.508704 -3.937576 -0.03 0.00 0.00 0.49
H -3.688901 0.770649 -2.637573 0.01 -0.01 0.01 0.27
H -3.653463 0.022740 -4.254059 0.00 -0.01 0.00 0.33
H 0.397020 0.151372 -1.619568 0.00 0.00 -0.02 -0.94
H -1.075644 0.752127 -0.901565 -0.05 0.01 -0.02 -0.32
H -2.055185 2.920214 -1.633660 0.00 0.01 0.00 0.35
H -1.607144 5.160026 -2.565714 0.00 0.00 0.00 0.44
H 0.462896 5.573491 -3.858497 0.00 0.00 0.00 0.42
H 2.078066 3.732431 -4.205725 0.00 0.00 0.00 0.44
H 1.624829 1.492723 -3.272237 0.00 0.00 0.00 0.46
C 4.129175 1.177341 1.032650 -0.01 0.01 0.02 -0.95
Si 3.261114 0.235085 2.406282 0.04 -0.15 0.01 0.55
C 3.734966 -1.582764 2.349503 0.05 0.06 0.00 -0.78
C 3.789714 0.935031 4.063846 -0.03 0.03 -0.02 -1.06
Sb 0.763358 0.362073 1.928137 -0.06 0.09 -0.05 -1.08
Si 0.280525 2.817886 2.431246 -0.05 -0.01 -0.01 0.64
C 0.986671 3.835410 1.020819 0.00 -0.02 0.01 -0.78
C 0.910555 3.524120 4.051627 0.01 -0.04 0.00 -1.10
C -1.598501 2.976387 2.392496 0.05 0.04 0.02 -0.84
Si -0.126473 -0.808688 4.020134 0.00 -0.06 0.04 0.56
C 0.883841 -2.349815 4.336026 0.02 0.04 0.03 -0.97
C -0.146607 0.269503 5.557283 -0.01 0.01 -0.04 -1.17
C -1.896954 -1.326423 3.659132 0.02 0.03 0.00 -0.80
H 5.211442 1.034168 1.098851 0.00 0.00 0.00 0.41
H 3.929353 2.248317 1.106646 0.00 0.00 -0.01 0.33
H 3.801774 0.847233 0.044737 0.00 0.00 0.00 0.11
H 4.802782 -1.686461 2.132199 -0.01 -0.01 -0.01 0.51
H 3.160261 -2.142395 1.610159 0.00 0.00 -0.02 0.06
H 3.553883 -2.055585 3.315363 0.01 0.01 -0.01 0.39
H 4.860736 0.769949 4.211236 0.00 0.00 0.01 0.40
H 3.257131 0.446897 4.882595 0.01 0.00 0.00 0.23
H 3.600850 2.007157 4.129977 0.01 -0.01 0.01 0.25
H 2.077706 3.794399 1.009002 0.00 0.00 0.00 0.26
H 0.693537 4.883911 1.126225 0.00 0.00 0.00 0.43
H 0.630324 3.479954 0.051401 0.00 0.00 0.00 -0.03
H 2.000224 3.578742 4.058408 -0.01 0.01 0.00 0.28
H 0.600265 2.923332 4.906201 0.00 0.01 0.01 0.26
H 0.523579 4.537669 4.189980 0.00 0.01 -0.02 0.40
H -1.985717 2.652498 1.423121 0.00 0.00 -0.01 0.02
H -1.896602 4.017302 2.546219 -0.02 -0.01 -0.01 0.52
H -2.070145 2.373931 3.173450 0.01 -0.01 0.00 0.27
H 1.868283 -2.101885 4.737832 -0.02 -0.01 0.01 0.24
H 1.018397 -2.935349 3.424596 -0.01 0.00 0.00 0.25
H 0.370677 -2.973267 5.073480 0.00 -0.01 -0.01 0.44
H 0.836952 0.686907 5.778319 0.01 -0.01 0.00 0.26
H -0.464846 -0.325907 6.417620 -0.01 0.01 0.00 0.43
H -0.848455 1.099102 5.444053 0.01 0.00 0.02 0.29
H -1.942323 -2.022561 2.818374 0.00 0.00 0.00 0.13
H -2.527601 -0.464337 3.431785 -0.02 -0.01 0.00 0.10
H -2.324394 -1.832457 4.528947 0.01 0.00 0.00 0.49
I -0.608876 -4.105893 -3.568456 0.01 -0.03 -0.02 -0.29
I -3.703720 -2.740507 -6.231572 -0.05 0.04 -0.01 -0.12
```
Positions in Å, forces in eV/Å.

Computed properties:
- LUMO (Eh) = -0.03263
- energy above the lowest of the compared OMol25 structures with the same formula, charge and spin (eV) = 0.000
- M (g mol⁻¹) = 1140.39